Entry 1:
C46H41N3O3P2SSiTa | ωB97M-V/def2-TZVPD

Values from the calculation:
F_max: 4.46 eV/Å
LUMO level (alpha / beta): -9.60 / -9.61 eV
Total energy: -97792.9928 eV

The geometry in ORCA input format:
```
! wB97M-V def2-TZVPD RIJCOSX def2/J DEFGRID3
* xyz 3 1
Ta 0.00 -0.45 0.69
S -6.96 -9.91 -6.06
P -2.35 0.37 -0.28
P 2.54 0.49 0.15
Si -0.02 2.21 0.41
O -6.94 -8.88 -6.97
O 0.18 -5.32 2.22
O -6.84 -9.64 -4.66
N -0.57 -1.59 3.79
N 0.12 -1.37 -1.46
N 0.16 -1.01 2.82
C 3.95 2.63 1.39
C -3.25 2.31 3.27
C 1.24 -0.67 4.74
C 0.09 -1.42 4.95
C -0.88 2.13 3.00
C 2.64 2.25 -2.08
C 1.61 2.82 1.12
C 2.89 0.14 -3.94
C 0.09 -4.50 1.33
C 1.76 4.07 1.59
C -3.58 -1.40 -1.94
C -2.33 1.01 1.47
C -1.18 -3.32 -0.37
C 1.23 -3.60 1.09
C 5.22 0.12 -0.02
C -3.52 -1.03 -0.61
C 2.92 4.61 2.06
C 4.08 -0.35 0.66
C 1.21 -2.70 0.10
C -0.13 -2.36 -0.46
C -4.34 -2.44 -2.30
C 5.36 -1.80 2.16
C 6.43 -1.41 1.38
C 2.87 -0.13 -2.56
C -1.99 2.65 3.62
C -1.69 1.73 -2.49
C 2.75 2.00 1.08
C -3.09 3.14 -3.81
C -4.71 -3.00 0.06
C 2.76 1.47 -4.39
C -2.68 1.65 -1.51
C -1.88 2.45 -3.70
C -0.92 3.78 -0.16
C 2.77 0.92 -1.61
C -4.07 3.04 -2.85
C 6.46 -0.40 0.43
C 1.16 -0.31 3.41
C -4.86 -3.22 -1.28
C -1.04 1.26 1.91
C -4.09 -1.80 0.42
C 4.13 -1.18 1.77
C -1.10 -4.33 0.49
C -3.89 2.31 -1.68
C -3.41 1.45 2.20
C 2.67 2.53 -3.45
C 4.07 3.94 1.87
H -1.93 -5.01 0.53
H 0.08 2.38 3.35
H -1.38 -2.15 3.77
H 3.24 -1.42 2.35
H 2.05 -3.94 1.73
H -2.15 -3.08 -0.87
H 3.08 -1.15 -2.20
H 2.11 -2.21 -0.43
H 2.95 5.58 2.63
H 5.06 4.28 2.10
H -0.47 -1.80 5.73
H -4.44 1.22 1.86
H 5.53 -2.50 2.93
H 0.88 4.61 1.72
H 2.58 3.04 -1.36
H 3.22 -0.62 -4.71
H -3.16 -0.71 -2.72
H -4.88 3.69 -3.02
H 1.82 0.35 2.81
H -4.59 -2.60 -3.34
H -0.42 4.29 -1.02
H -5.19 -3.69 0.75
H 2.85 3.58 -3.87
H 7.38 -0.11 0.00
H -5.28 -4.16 -1.64
H 4.78 1.98 1.17
H 7.37 -1.86 1.70
H -1.20 2.42 -4.54
H -1.83 3.31 4.48
H -4.62 2.53 -0.90
H 5.22 0.96 -0.70
H -3.36 3.69 -4.69
H -4.12 2.61 3.88
H -0.60 -1.18 -2.12
H -0.75 1.18 -2.39
H 2.84 1.69 -5.48
H -0.76 4.44 0.71
H -2.02 3.70 -0.33
H 1.91 -0.41 5.59
H -3.88 -1.54 1.39
H 1.05 -1.33 -1.88
*
```



Entry 2:
C24H26ClKN4P | ωB97M-V/def2-TZVPD

Values from the calculation:
F_max: 0.77 eV/Å
Energy above the lowest of the compared OMol25 structures with the same formula, charge and spin: 0.0 kcal/mol
LUMO level: -2.79 eV
Total energy: -69402.3043 eV

The geometry in ORCA input format:
```
! wB97M-V def2-TZVPD RIJCOSX def2/J DEFGRID3
* xyz 1 1
K -0.45 -0.17 2.51
Cl -1.27 -2.32 0.83
P 1.72 -1.21 0.62
N -2.62 1.23 1.44
N -2.80 3.67 1.48
N -2.96 2.47 -0.64
N -4.76 2.31 0.99
C 1.90 -5.16 -0.63
C 0.59 -5.60 -0.46
C 1.32 1.21 -0.60
C -4.41 2.36 -0.44
C 3.52 -1.15 0.31
C -2.33 1.32 -0.01
C -4.26 3.53 1.63
C -0.17 0.30 -2.75
C -0.38 -4.71 0.00
C 5.47 -0.91 -1.10
C 5.74 -1.45 1.23
C -4.10 1.16 1.59
C -2.18 2.50 2.07
C 4.09 -0.89 -0.94
C 0.32 -0.61 -1.81
C 1.06 -0.16 -0.73
C 4.36 -1.42 1.39
C 6.29 -1.20 -0.02
C -2.49 3.69 0.04
C 0.09 1.66 -2.62
C 2.24 -3.85 -0.34
C -0.01 -3.41 0.28
C 0.85 2.12 -1.54
C 1.30 -2.94 0.12
H -4.45 0.25 1.11
H 0.12 -1.66 -1.94
H -4.51 3.51 2.69
H 3.27 -3.52 -0.48
H -4.90 3.22 -0.89
H 2.65 -5.85 -0.99
H 6.38 -1.67 2.07
H -1.09 2.60 1.96
H -4.35 1.12 2.65
H 3.45 -0.67 -1.79
H -2.43 2.47 3.13
H 1.06 3.17 -1.44
H -2.68 0.41 -0.50
H 0.32 -6.62 -0.68
H 5.90 -0.71 -2.07
H -1.41 3.77 -0.09
H 7.37 -1.22 -0.15
H -0.75 -0.06 -3.59
H -1.25 1.39 -0.15
H 3.93 -1.61 2.37
H -0.29 2.36 -3.35
H -1.40 -5.03 0.13
H -2.96 4.56 -0.41
H 1.91 1.57 0.24
H -4.75 4.40 1.18
H -4.77 1.46 -0.93
*
```



Entry 3:
CH6NO4 | ωB97M-V/def2-TZVPD

Values from the calculation:
F_max: 1.00 eV/Å
Energy above the lowest of the compared OMol25 structures with the same formula, charge and spin: 2.8 kcal/mol
LUMO level: 4.10 eV
Total energy: -10817.3424 eV

The geometry in ORCA input format:
```
! wB97M-V def2-TZVPD RIJCOSX def2/J DEFGRID3
* xyz -1 1
O -0.04 -0.26 -0.75
O -1.21 1.14 0.56
O 0.77 2.61 1.66
O 1.90 -1.85 -1.84
N -1.68 -1.07 0.59
C -0.91 0.01 0.10
H 2.37 -1.09 -2.19
H 0.14 2.08 1.12
H -2.66 -0.93 0.77
H -1.48 -1.94 0.11
H 1.26 -1.40 -1.25
H 1.55 2.70 1.11
*
```



Entry 4:
C19H23BrN5O8P2Ti | ωB97M-V/def2-TZVPD

Values from the calculation:
Expectation value of S²: 0.752
F_max: 3.24 eV/Å
Energy above the lowest of the compared OMol25 structures with the same formula, charge and spin: 6.7 kcal/mol
LUMO level (alpha / beta): -0.40 / -0.36 eV
Total energy: -155650.1776 eV

The geometry in ORCA input format:
```
! wB97M-V def2-TZVPD RIJCOSX def2/J DEFGRID3
* xyz 0 2
Br 1.54 -3.69 -4.91
Ti -1.26 2.26 0.56
P -1.95 4.55 2.65
P -2.56 4.35 -0.10
O -3.23 3.02 0.15
O 0.51 1.66 0.36
O -1.17 4.06 -0.62
O -1.05 3.41 2.17
O -2.35 5.24 1.19
O -2.92 4.27 3.67
O -3.53 5.19 -0.97
O -1.12 5.85 3.18
N 0.44 -1.07 0.62
N -2.05 0.72 -0.69
N -2.19 0.33 0.66
N 5.32 -1.14 -0.12
N 5.68 -2.02 -0.91
C -3.80 -1.47 0.16
C 3.44 -4.14 -2.95
C 1.61 -3.17 1.01
C 0.44 -2.35 0.87
C 2.92 -3.18 -3.81
C 2.81 -2.58 0.63
C 4.80 -2.46 -1.97
C 3.34 -1.86 -3.79
C -3.47 -0.37 1.13
C 4.42 -3.79 -2.07
C 1.65 -0.46 0.43
C 3.90 0.84 -0.48
C -3.02 -0.91 2.49
C -4.58 0.58 1.23
C 2.87 -1.24 0.23
C 4.30 -1.50 -2.83
C 2.73 1.56 -0.34
C 1.58 0.98 0.18
C 3.98 -0.50 -0.19
H 3.01 -5.11 -3.05
H 1.38 -4.20 1.23
H -2.45 -0.14 2.93
H -4.31 1.54 1.63
H 2.76 2.61 -0.55
H 4.56 -0.47 -2.70
H -1.78 -0.04 -1.38
H 3.00 -1.17 -4.52
H -5.42 0.06 1.74
H -2.35 -1.71 2.40
H -2.90 1.16 -1.08
H 4.85 -4.52 -1.47
H -0.49 -2.88 1.14
H -1.35 5.82 4.15
H -3.78 -1.14 3.24
H -4.95 0.75 0.22
H -3.00 -2.20 0.14
H -1.43 -0.36 0.83
H -4.06 -1.26 -0.87
H 4.84 1.35 -0.77
H -3.20 6.05 -1.26
H 3.72 -3.24 0.57
H -4.70 -1.85 0.57
*
```



Entry 5:
CHClFNO | ωB97M-V/def2-TZVPD

Values from the calculation:
F_max: 3.00 eV/Å
Energy above the lowest of the compared OMol25 structures with the same formula, charge and spin: 68.2 kcal/mol
LUMO level (alpha / beta): -0.97 / -0.96 eV
Total energy: -19826.7715 eV

The geometry in ORCA input format:
```
! wB97M-V def2-TZVPD RIJCOSX def2/J DEFGRID3
* xyz 0 1
Cl 0.44 -2.06 -0.19
F -2.39 -1.28 0.68
O -2.85 0.49 -0.63
N 0.07 -0.47 -0.60
C -2.16 -0.32 -0.16
H 0.37 0.14 0.16
*
```



Entry 6:
C3H12AlN6O7P | ωB97M-V/def2-TZVPD

Values from the calculation:
F_max: 2.03 eV/Å
Energy above the lowest of the compared OMol25 structures with the same formula, charge and spin: 0.0 kcal/mol
LUMO level: -4.23 eV
Total energy: -42464.8760 eV

The geometry in ORCA input format:
```
! wB97M-V def2-TZVPD RIJCOSX def2/J DEFGRID3
* xyz 0 1
P 1.04 1.30 -3.33
Al 1.00 2.01 -0.16
O 2.30 1.06 -2.49
O 1.10 -0.85 0.16
O 0.72 2.78 -2.95
O 2.23 0.70 2.15
O 1.24 0.94 -4.78
O -1.99 2.12 -0.29
O -0.02 0.54 -2.49
N 2.11 0.59 4.41
N 0.79 -3.15 0.26
N -0.47 -1.90 -1.11
N -4.18 1.65 -0.30
N 2.39 -1.33 3.25
N -2.99 1.21 -2.17
C 2.29 0.02 3.16
C -2.96 1.67 -0.90
C 0.53 -1.86 -0.22
H 0.21 -3.90 -0.06
H 2.09 0.12 5.29
H 2.02 1.59 4.26
H 2.84 -1.52 4.13
H -2.09 0.87 -2.50
H -4.98 1.45 -0.87
H -0.62 -1.06 -1.67
H 1.76 -3.37 0.38
H -4.20 2.06 0.61
H -0.88 -2.72 -1.51
H 2.49 -1.82 2.38
H -3.78 0.80 -2.64
*
```



Entry 7:
C24H21IrN4O2S | ωB97M-V/def2-TZVPD

Values from the calculation:
Expectation value of S²: 6.014
F_max: 0.41 eV/Å
Energy above the lowest of the compared OMol25 structures with the same formula, charge and spin: 0.1 kcal/mol
LUMO level (alpha / beta): 0.22 / -2.00 eV
Total energy: -48956.7908 eV

The geometry in ORCA input format:
```
! wB97M-V def2-TZVPD RIJCOSX def2/J DEFGRID3
* xyz 0 5
Ir 0.28 1.23 -0.49
S 0.39 2.92 1.13
O -2.08 -2.23 -0.43
O -0.66 -0.55 -0.67
N 0.43 1.85 -2.52
N -1.98 1.99 0.59
N 2.29 0.59 -1.04
N -1.84 3.29 2.57
C 4.47 -2.12 -1.13
C 1.63 1.49 -3.10
C -2.59 -1.49 2.23
C 3.34 -1.59 -0.53
C 2.26 -2.42 -0.27
C -3.14 3.06 2.76
C -1.44 -1.11 1.54
C 2.30 -3.76 -0.61
C -1.33 2.73 1.49
C -3.29 1.78 0.77
C 0.41 2.52 -4.67
C -1.67 -0.62 4.28
C 2.58 0.83 -2.29
C -2.71 -1.24 3.59
C -0.51 -0.27 3.60
C -3.92 2.31 1.89
C -4.00 0.95 -0.25
C -1.41 -1.35 0.06
C 3.27 -0.12 -0.20
C 1.65 1.90 -4.44
C -0.40 -0.52 2.24
C -0.29 2.46 -3.47
C 4.53 -3.47 -1.47
C 3.44 -4.29 -1.21
H -3.58 3.51 3.64
H 3.54 0.54 -2.70
H -3.82 -0.11 -0.07
H -4.97 2.15 2.07
H 0.07 2.95 -5.59
H -3.63 1.18 -1.25
H -1.76 -0.43 5.34
H 2.96 0.03 0.83
H 1.36 -2.01 0.19
H -1.28 2.84 -3.25
H -3.38 -1.98 1.68
H 0.31 0.20 4.13
H -5.08 1.12 -0.21
H 0.52 -0.24 1.74
H 2.45 1.76 -5.14
H 5.33 -1.48 -1.33
H 3.47 -5.34 -1.47
H 1.45 -4.39 -0.41
H -3.61 -1.53 4.11
H 5.41 -3.88 -1.93
H 4.25 0.34 -0.31
*
```



Entry 8:
C7H17N3O8 | ωB97M-V/def2-TZVPD

Values from the calculation:
Expectation value of S²: 0.754
F_max: 4.66 eV/Å
LUMO level (alpha / beta): 2.28 / 2.28 eV
Total energy: -28376.0213 eV

The geometry in ORCA input format:
```
! wB97M-V def2-TZVPD RIJCOSX def2/J DEFGRID3
* xyz -1 2
O -1.76 -2.25 0.61
O 0.81 0.62 1.30
O -1.55 -3.22 5.40
O -0.02 2.60 1.00
O 4.57 3.62 -0.48
O -1.95 -1.93 -1.72
O 4.93 3.42 -2.60
O -2.68 -2.22 3.80
N -1.65 -2.65 4.32
N 0.82 1.78 0.82
N 4.46 4.02 -1.64
C -0.43 -2.18 3.59
C -1.78 -1.57 -0.43
C -3.41 -3.78 -2.06
C 2.18 2.27 0.31
C -1.84 -0.06 -0.42
C -1.94 -3.30 -2.04
C 3.64 5.26 -1.96
H -4.01 -3.31 -2.84
H 4.48 5.94 -2.13
H -3.45 -4.85 -2.27
H 0.27 -1.67 4.24
H 3.19 5.10 -2.93
H -1.69 -3.28 -3.10
H -1.62 0.39 0.55
H 2.89 5.50 -1.20
H -2.86 0.23 -0.68
H -1.21 -3.88 -1.46
H -1.14 0.43 -1.10
H 2.05 2.19 -0.77
H 3.00 1.61 0.58
H -3.98 -3.50 -1.18
H -0.02 -3.14 3.25
H -0.65 -1.51 2.76
H 2.33 3.33 0.45
*
```